(1)
{"formula": "C39H55Br2N10O7P2V", "method": "the ωB97M-V functional and the def2-TZVPD basis", "e_homo_ev": [-8.8726, -10.3216], "relative_energy_ev": 0.6970, "e_lumo_ev": [-2.81, -2.94], "spin_multiplicity": 4, "homo_lumo_gap_ev": [6.06, 7.38], "total_charge": 1, "symbols": ["V", "O", "C", "C", "O", "O", "C", "C", "C", "C", "C", "C", "C", "C", "C", "C", "C", "C", "H", "H", "H", "H", "H", "H", "H", "H", "H", "H", "H", "C", "N", "C", "P", "O", "O", "P", "O", "N", "C", "C", "N", "C", "C", "N", "C", "C", "H", "H", "H", "H", "H", "H", "H", "H", "H", "H", "H", "H", "H", "H", "H", "H", "H", "H", "H", "H", "H", "H", "H", "H", "Br", "C", "C", "C", "N", "C", "C", "C", "C", "C", "Br", "C", "C", "N", "H", "H", "H", "H", "H", "H", "N", "C", "N", "O", "H", "H", "H", "H", "N", "C", "N", "C", "C", "C", "C", "C", "H", "H", "H", "H", "H", "H", "H", "H", "H", "H"], "positions_angstrom": [[-1.108, 1.396, 1.085], [-0.752, -0.444, -2.028], [-0.485, 0.757, -2.757], [-0.517, 1.989, -1.797], [0.258, 2.922, -1.987], [-1.361, 1.909, -0.844], [0.891, 0.634, -3.404], [1.092, 0.614, -4.776], [2.372, 0.468, -5.302], [3.465, 0.345, -4.462], [3.271, 0.359, -3.085], [1.997, 0.495, -2.566], [-1.609, 0.921, -3.769], [-2.370, -0.175, -4.154], [-3.374, -0.036, -5.104], [-3.626, 1.201, -5.677], [-2.865, 2.298, -5.297], [-1.861, 2.159, -4.349], [-0.277, -0.398, -1.190], [0.251, 0.718, -5.449], [2.509, 0.457, -6.376], [4.462, 0.244, -4.873], [4.122, 0.283, -2.417], [1.857, 0.516, -1.488], [-2.166, -1.140, -3.711], [-3.956, -0.899, -5.402], [-4.406, 1.310, -6.420], [-3.051, 3.267, -5.741], [-1.264, 3.016, -4.061], [2.840, 2.277, 3.228], [2.724, 0.907, 2.746], [2.551, -0.081, 3.800], [2.317, 0.690, 1.168], [0.940, 1.013, 0.738], [2.648, -0.857, 0.964], [1.754, -2.184, 0.744], [0.353, -2.126, 1.191], [1.884, -2.371, -0.883], [3.165, -2.334, -1.576], [0.805, -3.003, -1.637], [2.639, -3.240, 1.664], [1.995, -4.491, 2.056], [4.085, -3.360, 1.512], [3.401, 1.501, 0.268], [3.063, 2.695, -0.506], [4.825, 1.305, 0.503], [3.702, 2.362, 3.894], [1.945, 2.582, 3.782], [2.979, 2.967, 2.396], [3.455, -0.121, 4.413], [2.372, -1.070, 3.386], [1.712, 0.185, 4.453], [3.863, -1.679, -1.057], [3.009, -1.933, -2.578], [3.611, -3.329, -1.669], [-0.117, -2.937, -1.065], [1.023, -4.054, -1.854], [0.667, -2.469, -2.580], [0.918, -4.350, 2.107], [2.357, -4.788, 3.041], [2.218, -5.300, 1.352], [4.527, -2.394, 1.279], [4.360, -4.075, 0.730], [4.513, -3.707, 2.453], [1.989, 2.774, -0.653], [3.530, 2.638, -1.491], [3.435, 3.592, 0.002], [5.003, 0.375, 1.040], [5.247, 2.128, 1.089], [5.349, 1.260, -0.453], [-1.339, 0.582, 7.710], [-1.171, 0.750, 5.847], [-1.122, -0.384, 5.046], [-1.005, -0.212, 3.681], [-0.961, 0.998, 3.103], [-0.966, 2.095, 3.890], [-1.074, 2.003, 5.271], [-0.779, 3.381, 3.170], [-0.743, 4.615, 3.801], [-0.484, 5.735, 3.028], [-0.423, 7.429, 3.842], [-0.269, 5.609, 1.666], [-0.342, 4.343, 1.110], [-0.594, 3.259, 1.846], [-1.160, -1.375, 5.475], [-0.934, -1.055, 3.004], [-1.083, 2.887, 5.891], [-0.905, 4.715, 4.864], [-0.063, 6.469, 1.047], [-0.215, 4.167, 0.045], [-5.341, 2.417, 1.325], [-4.236, 1.776, 1.761], [-4.418, 0.717, 2.590], [-3.115, 2.145, 1.401], [-6.270, 2.163, 1.601], [-5.208, 3.167, 0.669], [-5.313, 0.485, 2.980], [-3.597, 0.270, 2.958], [-2.012, -0.427, 0.635], [-2.469, -1.443, 0.331], [-2.996, -2.562, -0.080], [-2.349, -3.845, 0.212], [-2.164, -4.656, -1.085], [-2.334, -3.767, -2.314], [-3.747, -3.190, -2.362], [-4.128, -2.542, -1.016], [-2.956, -4.394, 0.937], [-1.389, -3.620, 0.676], [-2.895, -5.467, -1.125], [-1.178, -5.123, -1.079], [-2.134, -4.337, -3.222], [-1.609, -2.947, -2.286], [-4.456, -3.989, -2.589], [-3.825, -2.455, -3.163], [-4.960, -3.071, -0.543], [-4.423, -1.503, -1.144]]}

***

(2)
{"formula": "C39H55F6NO4P2PdS2Si", "method": "the ωB97M-V functional and the def2-TZVPD basis", "e_homo_ev": -8.2900, "relative_energy_ev": 0.5137, "e_lumo_ev": -0.07, "spin_multiplicity": 1, "homo_lumo_gap_ev": 8.22, "symbols": ["Pd", "C", "Si", "C", "C", "C", "C", "C", "C", "P", "C", "C", "C", "C", "C", "C", "C", "C", "C", "C", "C", "C", "C", "C", "C", "C", "C", "C", "P", "C", "C", "C", "C", "C", "C", "C", "C", "C", "C", "C", "C", "H", "H", "H", "H", "H", "H", "H", "H", "H", "H", "H", "H", "H", "H", "H", "H", "H", "H", "H", "H", "H", "H", "H", "H", "H", "H", "H", "H", "H", "H", "H", "H", "H", "H", "H", "H", "H", "H", "H", "H", "H", "H", "H", "H", "H", "H", "H", "H", "H", "H", "H", "H", "H", "H", "H", "F", "C", "F", "F", "S", "O", "O", "N", "S", "O", "O", "C", "F", "F", "F"], "positions_angstrom": [[0.270, -0.412, 0.436], [0.764, -2.260, 3.648], [-0.371, -1.378, 2.445], [-1.176, -0.059, 3.495], [-1.833, -0.388, 4.693], [-2.396, 0.591, 5.492], [-2.287, 1.928, 5.121], [-1.618, 2.266, 3.958], [-1.054, 1.277, 3.145], [-0.183, 1.647, 1.586], [1.444, 2.466, 1.939], [1.552, 3.286, 3.238], [1.810, 2.435, 4.485], [3.021, 1.525, 4.294], [2.828, 0.646, 3.062], [2.636, 1.502, 1.817], [-1.206, 2.985, 0.810], [-0.898, 4.432, 1.226], [-1.648, 5.392, 0.296], [-3.153, 5.143, 0.339], [-3.475, 3.693, -0.012], [-2.723, 2.730, 0.906], [-1.566, -2.702, 1.835], [-2.739, -3.035, 2.514], [-3.622, -3.979, 2.001], [-3.336, -4.601, 0.798], [-2.160, -4.295, 0.122], [-1.263, -3.367, 0.644], [0.262, -2.797, -0.216], [0.233, -3.547, -1.902], [0.254, -5.078, -2.073], [-0.302, -5.402, -3.470], [0.141, -4.362, -4.513], [1.484, -3.757, -4.115], [1.355, -2.970, -2.795], [1.675, -3.540, 0.764], [2.847, -2.549, 0.863], [3.944, -3.063, 1.797], [4.455, -4.432, 1.356], [3.294, -5.416, 1.277], [2.208, -4.910, 0.325], [0.514, -1.939, 4.663], [1.826, -2.053, 3.494], [0.612, -3.339, 3.575], [-1.904, -1.424, 5.008], [-2.915, 0.317, 6.403], [-2.714, 2.704, 5.743], [-1.519, 3.310, 3.697], [1.508, 3.146, 1.085], [0.668, 3.909, 3.382], [2.399, 3.972, 3.115], [0.938, 1.812, 4.706], [1.955, 3.094, 5.343], [3.167, 0.907, 5.183], [3.925, 2.132, 4.167], [1.942, 0.018, 3.209], [3.679, -0.028, 2.925], [2.511, 0.874, 0.934], [3.540, 2.101, 1.659], [-0.924, 2.894, -0.237], [0.169, 4.645, 1.176], [-1.223, 4.623, 2.253], [-1.284, 5.248, -0.728], [-1.425, 6.424, 0.577], [-3.668, 5.828, -0.338], [-3.518, 5.355, 1.351], [-3.191, 3.495, -1.050], [-4.550, 3.515, 0.069], [-2.955, 1.705, 0.651], [-3.060, 2.890, 1.935], [-2.996, -2.526, 3.435], [-4.539, -4.209, 2.531], [-4.029, -5.315, 0.372], [-1.972, -4.772, -0.828], [-0.733, -3.187, -2.268], [-0.314, -5.609, -1.314], [1.276, -5.439, -2.004], [-1.395, -5.447, -3.434], [0.047, -6.395, -3.763], [-0.599, -3.559, -4.586], [0.199, -4.823, -5.500], [1.847, -3.087, -4.896], [2.225, -4.556, -4.018], [1.142, -1.935, -3.012], [2.308, -2.994, -2.256], [1.240, -3.669, 1.755], [2.486, -1.579, 1.209], [3.265, -2.383, -0.138], [3.541, -3.151, 2.813], [4.761, -2.339, 1.832], [5.224, -4.798, 2.039], [4.919, -4.339, 0.366], [2.863, -5.548, 2.277], [3.642, -6.397, 0.946], [1.401, -5.642, 0.282], [2.641, -4.823, -0.675], [-4.144, 0.816, -2.328], [-2.949, 0.656, -2.891], [-2.363, 1.848, -3.002], [-3.102, 0.143, -4.107], [-1.940, -0.456, -1.842], [-2.064, 0.110, -0.520], [-2.476, -1.765, -2.069], [-0.506, -0.333, -2.523], [0.708, 0.611, -2.140], [1.852, -0.092, -1.587], [0.351, 1.864, -1.522], [1.257, 1.071, -3.827], [0.420, 1.950, -4.360], [2.465, 1.619, -3.736], [1.326, 0.004, -4.619]]}

***

(3)
{"formula": "C39H55N9O13", "method": "the ωB97M-V functional and the def2-TZVPD basis", "e_homo_ev": -9.3148, "relative_energy_ev": 20.1193, "e_lumo_ev": -1.49, "spin_multiplicity": 1, "smiles": "O=[N+]([O-])c1ccccc1.O=[N+]([O-])c1ccccc1.O=[N+]([O-])c1ccccc1.O=[N+]([O-])c1ccccc1.CN(C)C=O.CN(C)C=O.CN(C)C=O.CN(C)C=O.CN(C)C=O", "homo_lumo_gap_ev": 7.83, "symbols": ["O", "N", "O", "C", "C", "C", "C", "C", "C", "H", "H", "H", "H", "H", "O", "N", "O", "C", "C", "C", "C", "C", "C", "H", "H", "H", "H", "H", "O", "N", "O", "C", "C", "C", "C", "C", "C", "H", "H", "H", "H", "H", "O", "N", "O", "C", "C", "C", "C", "C", "C", "H", "H", "H", "H", "H", "C", "N", "C", "C", "O", "H", "H", "H", "H", "H", "H", "H", "C", "N", "C", "C", "O", "H", "H", "H", "H", "H", "H", "H", "C", "N", "C", "C", "O", "H", "H", "H", "H", "H", "H", "H", "C", "N", "C", "C", "O", "H", "H", "H", "H", "H", "H", "H", "C", "N", "C", "C", "O", "H", "H", "H", "H", "H", "H", "H"], "positions_angstrom": [[2.613, -7.946, 2.144], [2.992, -6.809, 1.732], [3.481, -6.598, 0.575], [3.371, -5.823, 2.736], [3.656, -6.278, 4.143], [4.382, -5.283, 5.059], [4.403, -3.774, 4.742], [3.936, -3.395, 3.489], [3.360, -4.313, 2.438], [3.546, -7.289, 4.361], [4.621, -5.626, 6.000], [5.183, -3.224, 5.369], [3.817, -2.335, 3.385], [2.862, -3.986, 1.463], [-1.782, -1.279, -5.024], [-1.129, -0.488, -4.352], [-1.574, 0.122, -3.406], [0.183, -0.083, -4.992], [1.113, 0.933, -4.196], [2.500, 1.284, -4.768], [2.752, 0.722, -6.128], [1.943, -0.071, -6.910], [0.573, -0.530, -6.437], [0.793, 1.178, -3.329], [3.131, 1.832, -4.214], [3.792, 0.903, -6.621], [2.277, -0.558, -7.725], [-0.093, -1.011, -7.148], [-7.008, 1.387, -5.840], [-6.042, 0.706, -5.286], [-5.213, 0.258, -6.030], [-5.811, 0.765, -3.871], [-4.525, -0.057, -3.402], [-4.105, 0.248, -1.937], [-5.076, 1.101, -1.129], [-6.328, 1.568, -1.459], [-6.820, 1.378, -2.890], [-4.018, -0.584, -4.237], [-3.280, -0.139, -1.421], [-4.667, 1.121, -0.106], [-7.163, 2.121, -0.897], [-7.839, 1.959, -3.081], [2.216, -0.420, 3.817], [1.275, -1.148, 3.434], [1.005, -2.216, 3.873], [0.744, -0.652, 2.158], [-0.114, -1.595, 1.185], [-0.589, -0.908, -0.087], [-0.569, 0.627, -0.231], [0.069, 1.436, 0.652], [0.644, 0.827, 1.896], [-0.137, -2.559, 1.413], [-1.197, -1.718, -0.760], [-0.913, 1.285, -1.019], [0.138, 2.495, 0.568], [1.096, 1.554, 2.572], [5.892, 3.715, 5.775], [5.734, 2.908, 4.510], [4.792, 1.742, 4.716], [6.279, 3.275, 3.321], [6.079, 2.651, 2.290], [7.016, 3.774, 6.098], [5.422, 3.373, 6.537], [5.527, 4.673, 5.331], [5.197, 0.906, 5.232], [4.405, 1.558, 3.649], [3.789, 1.945, 5.254], [6.990, 4.150, 3.203], [-1.185, 6.108, -2.400], [-1.973, 4.955, -1.905], [-2.785, 4.095, -2.826], [-1.806, 4.560, -0.621], [-2.225, 3.536, -0.178], [-0.946, 6.053, -3.508], [-0.086, 5.962, -1.898], [-1.697, 7.035, -2.131], [-2.216, 4.209, -3.773], [-3.973, 4.311, -2.829], [-2.828, 2.970, -2.520], [-1.219, 5.193, -0.099], [3.024, 1.695, -0.636], [2.633, 2.928, -0.290], [1.721, 3.730, -1.291], [3.018, 3.534, 0.911], [2.879, 4.767, 1.133], [2.893, 0.962, 0.140], [4.065, 1.639, -1.030], [2.210, 1.186, -1.134], [0.574, 3.520, -1.500], [2.151, 3.421, -2.245], [1.785, 4.814, -1.276], [3.627, 2.770, 1.334], [-3.001, -4.003, -1.696], [-3.580, -5.333, -2.302], [-2.560, -6.381, -2.635], [-4.900, -5.651, -2.326], [-5.353, -6.779, -2.634], [-2.276, -3.473, -2.492], [-2.446, -4.185, -0.775], [-3.762, -3.398, -1.460], [-2.013, -6.494, -1.755], [-1.712, -5.873, -3.289], [-2.859, -7.306, -2.952], [-5.532, -5.006, -2.108], [-2.908, 0.126, 3.087], [-2.253, -0.160, 4.391], [-2.265, -1.578, 4.771], [-1.635, 0.776, 5.091], [-1.009, 0.578, 6.133], [-3.977, 0.457, 3.037], [-2.811, -0.823, 2.288], [-2.352, 0.912, 2.689], [-1.629, -1.700, 5.551], [-1.664, -2.172, 3.945], [-3.095, -2.067, 5.094], [-1.649, 1.787, 4.726]]}